Record 1
A molecular structure, C20H12F6N4O4PdS2, computed with the ωB97M-V functional and the def2-TZVPD basis.

The spin multiplicity is 1. For the energy relative to the best compared isomer or geometry (same formula, charge and spin), the calculation gives 0.00 kcal/mol. The HOMO energy (alpha / beta) is -15.49 / -15.49 eV. As for the total charge: +2.

Last column: natural (NBO) charge in e.
Positions of all 49 atoms, in Å:
Pd  0.97434  0.16739  0.37816  1.006
C  3.63484  0.19349  -3.03371  -0.229
C  2.95646  0.60438  -1.87854  0.165
N  2.08075  -0.17508  -1.26595  -0.449
C  1.82719  -1.41721  -1.74423  0.282
C  2.46643  -1.90105  -2.89230  -0.146
C  3.38639  -1.04941  -3.54846  -0.045
C  2.18936  -3.22314  -3.30553  0.012
C  1.33791  -4.04651  -2.58121  -0.217
C  0.69687  -3.57673  -1.45076  -0.090
C  0.87788  -2.24174  -1.03706  0.095
N  0.29952  -1.63024  0.02809  -0.270
C  -0.78170  -1.93708  0.76642  0.127
C  -1.76481  -2.92398  0.48763  -0.088
C  -2.77747  -3.15158  1.38702  -0.219
C  -2.86105  -2.41388  2.57502  0.064
C  -1.96240  -1.37020  2.86835  -0.166
C  -2.03771  -0.55738  4.02822  -0.051
C  -1.14295  0.46318  4.18639  -0.211
C  -0.20002  0.70782  3.17673  0.190
N  -0.10941  -0.05803  2.10008  -0.474
C  -0.95584  -1.09476  1.93758  0.331
H  4.33775  0.86909  -3.49892  0.271
H  3.11806  1.58265  -1.44509  0.256
H  3.88918  -1.39206  -4.44417  0.257
H  2.68903  -3.61144  -4.18519  0.257
H  1.19914  -5.07386  -2.88721  0.267
H  0.11319  -4.26025  -0.85283  0.244
H  -1.76240  -3.45078  -0.45417  0.248
H  -3.53490  -3.89073  1.16697  0.269
H  -3.66505  -2.62161  3.27202  0.256
H  -2.80469  -0.74740  4.76850  0.258
H  -1.17016  1.11722  5.04528  0.274
H  0.48296  1.54395  3.23674  0.259
F  -3.34350  3.48855  -1.11157  -0.287
C  -3.34874  3.42714  0.20703  0.757
F  -4.37423  2.69254  0.62110  -0.297
F  -3.41619  4.63720  0.72517  -0.280
S  -1.81179  2.58682  0.79034  2.227
O  -1.79061  2.68557  2.22159  -0.925
O  -1.81236  1.24762  0.23579  -0.983
N  -0.71991  3.52159  0.10646  -1.192
S  0.57719  2.94910  -0.47007  2.208
O  1.39164  2.18389  0.55107  -0.962
O  0.51852  2.25662  -1.72441  -0.917
C  1.58736  4.47325  -0.71210  0.774
F  1.03504  5.20549  -1.65431  -0.273
F  1.68220  5.14250  0.41506  -0.275
F  2.79870  4.06909  -1.10499  -0.308

---

Record 2
A molecular structure, C10H27CeCl2O2P2 at a distorted geometry, computed with the ωB97M-V functional and the def2-TZVPD basis.

The spin multiplicity is 1. The HOMO energy (alpha / beta) is -19.29 / -19.28 eV. As for the total charge: +3.

Last column: Löwdin charge in e.
Positions of all 44 atoms, in Å:
C  1.13804  -0.08013  -4.94791  0.059
C  1.08311  -0.19247  -3.48984  -0.099
H  2.21431  -0.06915  -5.30514  0.178
H  0.59918  0.87434  -5.22413  0.155
H  0.55800  -0.92295  -5.40692  0.167
O  1.74412  -0.43638  -2.48837  0.102
Cl  -1.44797  0.43596  -2.91639  0.425
Ce  -0.16153  -0.01383  -0.82233  0.365
P  -0.59079  2.79613  -0.07271  0.771
C  0.46097  3.89696  0.97858  -0.217
C  -0.45705  3.69370  -1.68664  -0.244
H  -0.75377  4.73006  -1.50810  0.073
H  -2.39533  4.42909  0.18321  0.081
H  -1.10893  3.21058  -2.42839  0.024
H  -3.00511  2.73195  0.04932  0.037
H  1.52448  3.68868  0.75518  0.061
H  0.58809  3.64942  -2.04011  0.062
C  -2.24334  3.38615  0.49065  -0.217
H  0.23065  4.94621  0.77233  0.077
H  -2.28773  3.30259  1.58153  0.068
H  0.26822  3.66572  2.04673  0.066
P  -0.28414  -2.82582  0.22996  0.758
C  0.90558  -3.61948  1.37241  -0.221
C  -1.83238  -3.48827  0.94538  -0.235
H  -0.76273  -3.53160  -2.04968  0.065
H  -0.33910  -4.88518  -0.96779  0.075
H  0.93675  -3.82414  -1.62265  0.067
C  -0.09587  -3.85821  -1.23284  -0.252
H  -2.70106  -3.03840  0.44330  0.030
H  -1.85861  -4.58126  0.81928  0.081
H  0.72724  -4.69149  1.42142  0.076
H  0.82820  -3.19744  2.39878  0.066
H  -1.91146  -3.25145  2.01371  0.072
H  1.94510  -3.44542  1.02521  0.068
Cl  -2.63976  -0.25420  0.01911  0.212
C  1.65398  0.02093  3.74195  -0.036
C  0.58317  0.11325  2.67080  -0.231
O  1.16325  0.15388  1.32641  -0.265
H  2.30809  -0.86118  3.64986  0.100
H  1.13758  -0.07503  4.70709  0.112
H  2.27244  0.91706  3.80825  0.097
H  -0.10714  -0.75334  2.64684  0.116
H  -0.01992  1.02574  2.73851  0.119
H  2.13315  0.22845  1.37410  0.133